Entry 1:
The following is a DFT calculation (the ωB97M-V functional and the def2-TZVPD basis) of 14 unconnected molecules or ions with the total composition C51H88O31 in a non-equilibrium geometry.

Geometry as ORCA input:
```
! wB97M-V def2-TZVPD RIJCOSX def2/J DEFGRID3
* xyz 0 1
C 0.11037 0.58432 2.31930
O -0.77831 0.11932 1.28070
C -0.38279 -0.95249 0.52514
O 0.69195 -1.56345 0.49830
O -1.31239 -1.10941 -0.44758
C -1.07615 -1.98343 -1.58606
H 0.41753 -0.21072 2.99875
H -0.31691 1.43703 2.84697
H 1.02805 0.86481 1.80230
H -1.69817 -1.82358 -2.46676
H -1.20519 -3.01372 -1.25444
H -0.05763 -1.84448 -1.94857
C -1.29068 -6.43207 -2.54668
O -1.05069 -6.16311 -3.91747
C -1.63086 -5.07828 -4.43973
O -2.16185 -4.17486 -3.83805
O -1.38474 -5.11532 -5.73656
C -1.87258 -4.08687 -6.64423
H -0.79598 -5.71890 -1.88730
H -1.02891 -7.46118 -2.30072
H -2.35892 -6.31752 -2.36281
H -1.29374 -3.16985 -6.53412
H -2.88624 -3.73597 -6.45060
H -1.87156 -4.51971 -7.64460
C 2.78430 3.20324 4.60819
O 2.65711 4.57781 4.24261
C 1.47120 4.99883 3.80908
O 0.44912 4.33602 3.61255
O 1.58432 6.31606 3.44010
C 0.62421 7.00287 2.65528
H 2.53534 2.55729 3.76624
H 2.01735 2.99736 5.35484
H 3.76902 2.97153 5.01404
H 1.03719 7.91803 2.23098
H -0.20452 7.33271 3.28178
H 0.27052 6.45894 1.77941
C -1.59050 1.70257 5.63327
O -1.02298 1.57410 6.96590
C -0.98971 2.67547 7.78092
O -1.30168 3.80706 7.42384
O -0.54721 2.31209 8.96334
C -0.66459 3.23470 10.02713
H -2.60099 2.11075 5.65349
H -1.56618 0.72956 5.14261
H -0.93711 2.22405 4.93381
H -1.41636 3.98461 9.78098
H 0.30565 3.67132 10.26395
H -1.10659 2.72438 10.88288
C -7.53539 -5.85614 0.99626
O -6.84660 -5.16823 -0.03929
C -5.46676 -5.05047 0.15192
O -4.80987 -5.45995 1.13155
O -4.99869 -4.29507 -0.85512
C -3.60582 -4.08270 -0.94509
H -7.30067 -6.91348 0.87369
H -8.57230 -5.57637 0.81007
H -7.19944 -5.46575 1.95690
H -2.97428 -4.96912 -0.88576
H -3.30719 -3.30969 -0.23701
H -3.49043 -3.62130 -1.92585
C -5.92177 -1.80915 2.05590
C -5.28471 -0.47532 1.85566
C -3.77649 -0.78521 1.86327
O -3.65562 -2.10873 2.29772
C -4.88365 -2.50492 2.89788
H -5.99248 -2.30635 1.08849
H -6.92561 -1.72198 2.47160
H -5.46991 0.21361 2.67978
H -5.62922 -0.00380 0.93530
H -3.31009 -0.11773 2.58786
H -3.42722 -0.60092 0.84732
H -4.93770 -2.33478 3.97316
H -4.95168 -3.59129 2.95514
C -0.45936 0.67065 -4.33680
C -0.73385 1.69937 -5.40188
C -0.96782 0.95067 -6.66972
O -0.60687 -0.40738 -6.30055
C 0.18990 -0.40684 -5.13805
H -1.42247 0.27895 -4.00955
H 0.20126 0.98958 -3.53059
H 0.07109 2.42347 -5.52772
H -1.63786 2.28227 -5.22555
H -0.37081 1.39537 -7.46591
H -2.02013 1.03258 -6.94181
H 1.19481 -0.15988 -5.48047
H 0.21522 -1.37562 -4.63913
O 2.71658 3.13032 -3.09649
C 3.19586 2.10965 -2.65578
O 2.39825 1.18317 -2.10700
C 3.08259 0.01378 -1.72668
C 4.55788 0.50795 -1.60695
C 4.64592 1.71704 -2.55463
H 2.89219 -0.78217 -2.44662
H 2.71279 -0.24897 -0.73556
H 5.30483 -0.24872 -1.84698
H 4.83715 0.84184 -0.60764
H 4.97677 1.36037 -3.53003
H 5.27371 2.56173 -2.27094
O 5.65912 1.65885 3.03506
C 5.25436 0.58982 2.66359
O 3.94269 0.26317 2.46806
C 3.66322 -1.02740 1.92437
C 5.11768 -1.49666 1.55991
C 6.09384 -0.65808 2.39596
H 2.96399 -0.99554 1.08881
H 3.22010 -1.73796 2.62213
H 5.32256 -1.35161 0.49921
H 5.28068 -2.53753 1.83943
H 6.91900 -0.41872 1.72518
H 6.36323 -1.22877 3.28467
O -3.79134 2.23375 -2.96080
C -3.05051 2.60517 -2.08569
O -2.88219 3.92537 -1.83008
C -1.81289 4.08654 -0.83207
C -1.12077 2.74716 -0.74362
C -2.24679 1.75144 -1.16743
H -2.16022 4.53855 0.09699
H -1.08345 4.84074 -1.12736
H -0.78297 2.54450 0.27271
H -0.32278 2.69697 -1.48442
H -2.82097 1.35491 -0.33007
H -1.87990 0.90748 -1.75159
O 5.49354 -4.53976 -1.59376
C 4.41525 -4.53117 -1.10713
O 3.73999 -3.39606 -0.96736
C 2.46286 -3.64145 -0.47839
C 2.25262 -5.10422 -0.87146
C 3.61889 -5.69732 -0.71088
H 1.68218 -3.08173 -0.99352
H 2.52449 -3.37532 0.57682
H 1.93367 -5.24730 -1.90388
H 1.50260 -5.50198 -0.18782
H 3.89885 -6.51188 -1.37887
H 3.78795 -5.94601 0.33681
O 2.05208 6.36444 -0.94941
C 2.34972 5.44014 -0.21654
O 1.42269 4.54788 0.22758
C 2.11672 3.35467 0.68405
C 3.52037 3.79396 0.99135
C 3.72241 4.99193 0.09551
H 2.07151 2.60409 -0.10506
H 1.56456 2.84629 1.47447
H 4.17314 2.96152 0.72862
H 3.59787 4.14053 2.02187
H 4.24389 4.76812 -0.83512
H 4.27271 5.87522 0.41964
O 1.72803 -3.28615 -3.51759
C 2.46623 -3.10182 -4.45037
O 3.10484 -1.94580 -4.60570
C 4.11289 -1.87434 -5.58151
C 3.92626 -3.22177 -6.39096
C 2.95334 -4.06240 -5.52051
H 5.09262 -1.91691 -5.10569
H 3.97456 -0.93660 -6.11968
H 4.91617 -3.62720 -6.60027
H 3.36355 -2.98143 -7.29300
H 3.42708 -4.90535 -5.01741
H 2.20366 -4.50646 -6.17542
O -4.93337 2.86666 1.66324
C -4.15105 3.59343 2.28356
O -3.70096 4.78206 1.78839
C -2.89906 5.43108 2.72552
C -3.19850 4.82487 4.09537
C -3.54928 3.38488 3.67480
H -3.17973 6.48416 2.74401
H -1.84583 5.39264 2.44745
H -4.01209 5.28197 4.65862
H -2.33857 4.78982 4.76423
H -4.29107 2.93291 4.33326
H -2.76050 2.63879 3.57845
*
```

Its total energy is -4328.518163 a.u. The calculation puts the lowest unoccupied orbital energy at 0.26 eV. The value obtained for the frontier orbital gap is 9.6 eV.

Here are the Mulliken charges for atoms 1 to 5, given in e: number 1, C, carries 0.150; number 2, O, carries 0.875; number 3, C, carries -0.140; number 4, O, carries -0.538; number 5, O, carries 0.148

Entry 2:
The following is a DFT calculation (the ωB97M-V functional and the def2-TZVPD basis) of C5H6O in the gas phase.

Geometry as ORCA input:
```
! wB97M-V def2-TZVPD RIJCOSX def2/J DEFGRID3
* xyz 0 1
C 1.05655 1.07510 0.77007
C -0.32298 0.85194 0.13766
C -0.49040 -0.30105 -0.79500
C -0.43990 -0.79900 -1.96173
C -0.73228 -1.96349 -0.55314
O -0.12300 -2.44685 0.36166
H 1.23806 0.44323 1.64318
H 1.85698 0.90633 0.04440
H 1.11720 2.12112 1.09371
H -0.50034 1.67974 -0.55813
H -1.11322 0.91323 0.89324
H -1.54667 -2.48029 -1.07592
*
```

Its total energy is -269.190701 a.u. The calculation puts the lowest unoccupied orbital energy at -0.40 eV. The value obtained for the frontier orbital gap is 9.7 eV.

Here are the natural (NBO) charges for atoms 1 to 5, given in e: number 1, C, carries -0.596; number 2, C, carries -0.441; number 3, C, carries -0.227; number 4, C, carries 0.053; number 5, C, carries 0.404

Entry 3:
The following is a DFT calculation (the ωB97M-V functional and the def2-TZVPD basis) of 2 unconnected molecules or ions with the total composition C11H12NO2 in a non-equilibrium geometry.

Geometry as ORCA input:
```
! wB97M-V def2-TZVPD RIJCOSX def2/J DEFGRID3
* xyz 0 2
C 2.15455 0.11840 -2.28672
C 0.86444 -0.42018 -0.08317
C -0.57689 1.30406 -0.08212
C 1.15378 0.38650 -1.22458
C 0.27445 1.50645 -1.20013
C -1.58873 2.13507 0.29182
C -1.75377 3.28743 -0.49948
C -0.00053 2.61338 -1.99994
C -0.96780 3.53662 -1.61000
N -0.09739 0.16436 0.60143
H -0.72788 -0.31396 1.25727
H 1.14094 -1.38096 0.34921
H -2.24657 1.93614 1.12588
H 2.74498 -0.75651 -2.04697
H 2.76300 0.99839 -2.48857
H -2.49409 3.99629 -0.16467
H 0.45829 2.76951 -2.97603
H -1.07404 4.40211 -2.24432
H 1.62532 -0.05438 -3.23264
C -0.33771 -4.30218 2.99209
C -0.14710 -3.00140 2.20701
O -1.04628 -2.67141 1.39109
O 0.91340 -2.35888 2.41370
H 0.64879 -4.66412 3.30349
H -0.74556 -5.05806 2.32096
H -0.93761 -4.17266 3.88540
*
```

Its total energy is -631.533536 a.u. The calculation puts the lowest unoccupied orbital energy (alpha / beta) at -0.42 / -3.54 eV. The value obtained for the frontier orbital gap (alpha / beta) is 7.1 / 4.0 eV. As for the expectation value of S²: 0.77.

Here are the natural (NBO) charges for atoms 1 to 5, given in e: number 1, C, carries -0.668; number 2, C, carries 0.124; number 3, C, carries 0.243; number 4, C, carries 0.140; number 5, C, carries -0.183

Entry 4:
The following is a DFT calculation (the ωB97M-V functional and the def2-TZVPD basis) of 2 unconnected molecules or ions with the total composition C15H18O in a non-equilibrium geometry.

Geometry as ORCA input:
```
! wB97M-V def2-TZVPD RIJCOSX def2/J DEFGRID3
* xyz 0 1
C -0.56240 3.54810 1.90657
C 0.60810 3.96031 1.04777
C -0.73152 2.06961 2.13206
C 0.23811 1.38117 2.94885
C -1.77420 1.34387 1.62735
C 0.00597 0.07604 3.15827
C -2.00848 -0.03579 1.88175
C -1.01733 -0.68889 2.60287
H -0.60130 4.08288 2.88794
H -1.56515 3.80390 1.54706
H 0.91648 3.16082 0.34869
H 1.08525 1.88585 3.41694
H -2.52380 1.87933 1.05558
H 0.58186 -0.55190 3.86119
H -2.94025 -0.45505 1.63238
H -1.01148 -1.77581 2.74303
H 1.46917 4.32643 1.56021
H 0.38372 4.71007 0.30042
C 3.43425 -1.27446 -2.23572
C 1.93925 -1.16711 -2.09506
C 1.15567 -0.75488 -3.13331
C 1.32731 -1.78788 -1.01204
C -0.24305 -1.16748 -3.17240
C -0.03928 -2.06534 -0.91012
C -0.77259 -1.80389 -2.10537
O -1.98600 -2.43525 -2.12485
H 3.96118 -1.38054 -1.27738
H 3.86346 -0.33320 -2.60000
H 1.32971 -0.13135 -4.00750
H 1.96999 -1.98878 -0.13330
H -0.46759 -1.23428 -4.25207
H -0.49624 -2.43477 -0.02666
H -2.60460 -2.01507 -2.73511
H 3.57167 -2.19218 -2.85246
*
```

Its total energy is -657.546606 a.u. The calculation puts the lowest unoccupied orbital energy at 0.85 eV. The structure (SMILES) is Cc1ccc(O)cc1.CCc1ccccc1. The value obtained for the frontier orbital gap is 9.2 eV.

Here are the natural (NBO) charges for atoms 1 to 5, given in e: number 1, C, carries -0.435; number 2, C, carries -0.622; number 3, C, carries 0.003; number 4, C, carries -0.223; number 5, C, carries -0.221

Entry 5:
The following is a DFT calculation (the ωB97M-V functional and the def2-TZVPD basis) of a gas-phase ion, CNO3 (charge -1) in a non-equilibrium geometry.

Geometry as ORCA input:
```
! wB97M-V def2-TZVPD RIJCOSX def2/J DEFGRID3
* xyz -1 1
C 0.67612 -0.06761 -0.00900
N -0.88986 0.62507 -0.12760
O 1.53897 0.76571 0.06067
O 0.56664 -1.27292 -0.01218
O -1.89187 -0.05026 0.08811
*
```

Its total energy is -318.570510 a.u. The calculation puts the lowest unoccupied orbital energy (alpha / beta) at 4.63 / 4.63 eV. The structure (SMILES) is O=NC(=O)[O-]. The value obtained for the frontier orbital gap (alpha / beta) is 7.6 / 7.6 eV.

Atomic charges from the natural (NBO) analysis, expressed in e, are listed below: number 1, C, carries 0.826; number 2, N, carries -0.035; number 3, O, carries -0.715; number 4, O, carries -0.724; number 5, O, carries -0.351

Entry 6:
The following is a DFT calculation (the ωB97M-V functional and the def2-TZVPD basis) of C4H6OS2 in the gas phase in a non-equilibrium geometry.

Geometry as ORCA input:
```
! wB97M-V def2-TZVPD RIJCOSX def2/J DEFGRID3
* xyz 0 1
C -1.38417 -0.57189 0.32859
C -0.33492 -0.27429 -0.75454
C 1.72161 1.00181 0.27805
C 2.07030 -0.22874 0.25426
H -2.63351 0.96068 -0.13291
H -1.03881 -0.02466 1.19457
H -1.57604 -1.65136 0.62091
H -0.87086 -0.47161 -1.71268
H 2.32421 1.78663 0.73151
H 2.96576 -0.56641 0.75804
O -2.63017 -0.02654 -0.14481
S 0.31888 1.45232 -0.74033
S 1.06773 -1.38594 -0.68070
*
```

Its total energy is -1027.590306 a.u. The calculation puts the lowest unoccupied orbital energy at 0.70 eV. The structure (SMILES) is OCC1SC=CS1. The value obtained for the frontier orbital gap is 9.0 eV.

Here are the natural (NBO) charges for atoms 1 to 5, given in e: number 1, C, carries -0.096; number 2, C, carries -0.519; number 3, C, carries -0.384; number 4, C, carries -0.363; number 5, H, carries 0.476

Entry 7:
The following is a DFT calculation (the ωB97M-V functional and the def2-TZVPD basis) of C5H7N in the gas phase in a non-equilibrium geometry.

Geometry as ORCA input:
```
! wB97M-V def2-TZVPD RIJCOSX def2/J DEFGRID3
* xyz 0 1
C 1.55442 -0.05475 0.20303
C 0.50773 0.17542 -0.88632
C -0.29449 -0.96237 -0.83080
N -1.36984 -0.68234 -0.06957
C -1.32437 0.65467 0.31804
C -0.28554 1.23895 -0.32986
H 0.78525 -0.10933 1.09390
H 2.18500 -0.94454 0.04119
H 2.17976 0.80916 0.43993
H -0.03425 -1.98548 -1.08606
H -2.03205 -1.36305 0.26393
H -2.01748 1.03241 1.04961
H 0.13288 2.22391 -0.15177
*
```

Its total energy is -249.367982 a.u. The calculation puts the lowest unoccupied orbital energy at 0.94 eV. The structure (SMILES) is Cc1cc[nH]c1. The value obtained for the frontier orbital gap is 8.7 eV.

Here are the natural (NBO) charges for atoms 1 to 5, given in e: number 1, C, carries -0.597; number 2, C, carries -0.232; number 3, C, carries 0.046; number 4, N, carries -0.514; number 5, C, carries -0.104